No. 1
Molecular formula: C6H18KO14P2
Method: DFT, wB97M-V/def2-TZVPD

```
41
Properties=species:S:1:pos:R:3:forces:R:3:nbo_charge:R:1
K 0.276551 1.708065 0.639084 0.0 0.5 -0.6 0.95
P 1.131260 5.547348 -0.747698 -0.1 0.0 -0.8 2.44
P -1.801192 -0.538431 1.296272 -4.1 -2.9 0.5 2.54
O 1.188983 0.707559 3.062773 2.9 0.1 1.0 -0.80
O 2.207186 6.185183 0.124119 -0.1 -0.2 0.2 -1.27
O 0.220926 -2.208412 3.223841 1.8 -0.1 2.1 -0.77
O -0.677058 -1.572139 0.886438 0.9 0.7 -0.3 -1.28
O -2.439419 0.113270 0.023634 1.2 0.5 0.0 -1.27
O 1.702834 5.258741 -2.195368 -1.0 0.2 1.2 -1.10
O -0.178632 6.445656 -0.791124 1.1 -1.1 -0.2 -1.05
O 1.683034 -1.052609 0.260371 2.6 -0.4 -1.0 -0.79
O -2.900835 -1.414570 1.930865 0.3 0.5 0.2 -1.29
O -3.584923 -0.357870 -2.341124 -0.5 0.0 -2.5 -0.77
O -0.112433 -2.749638 -1.293490 1.1 -1.0 -3.4 -0.79
O -1.218437 0.451441 2.297614 0.7 0.8 -0.1 -1.28
O 0.607870 4.132334 -0.211393 0.4 1.4 -0.5 -1.00
O -0.954415 0.697171 -1.893204 2.3 1.3 -1.6 -0.78
C -1.331760 0.053586 -3.049258 0.2 -0.6 0.0 -0.09
C 1.507569 -1.645311 3.497255 -1.0 -1.2 0.4 -0.09
C 1.782157 -1.239382 -1.140044 0.5 0.0 0.1 -0.10
C -2.779784 0.317998 -3.300360 -0.4 -0.1 0.1 -0.08
C 1.279125 -2.586847 -1.703888 -2.3 -0.2 2.6 -0.10
C 1.561347 -0.259403 4.053898 -1.5 1.5 -1.1 -0.08
H -3.175681 -0.146403 -1.498865 0.2 -0.1 1.9 0.52
H 2.204404 -1.655832 2.659157 -0.1 -0.3 -0.4 0.18
H 1.403405 -2.783764 -2.768729 -0.2 0.7 -0.3 0.14
H -2.980293 1.388162 -3.248932 0.2 0.4 0.1 0.15
H 1.697281 -3.461424 -1.205520 1.2 0.1 0.2 0.14
H 2.569804 -0.057162 4.414758 0.2 0.2 0.0 0.13
H -2.966877 0.055258 -4.341541 -0.7 -0.7 -0.2 0.11
H 1.848858 -2.304084 4.295781 0.7 -0.3 0.2 0.12
H 1.254201 -0.388499 -1.570581 -0.1 -0.2 -0.8 0.20
H -1.149869 -1.013645 -2.922532 -0.4 -0.6 0.0 0.18
H -1.501129 0.334170 -1.192540 -1.0 -0.4 2.2 0.50
H 2.851409 -1.174212 -1.341467 0.3 0.2 -0.4 0.13
H -0.735134 0.292213 -3.929705 0.3 0.8 -0.1 0.13
H 0.769013 -1.172089 0.528510 -2.2 -0.3 0.7 0.50
H -0.145065 -1.942346 2.377157 -0.6 0.5 -1.7 0.52
H 0.832027 -0.075333 4.842758 0.1 -0.6 0.7 0.15
H 0.334812 0.424541 2.728274 -2.3 -0.3 -0.3 0.51
H -0.281121 -2.313291 -0.455194 -0.7 0.9 1.7 0.52
```
Forces are in eV/Å.

Properties
Highest occupied orbital energy (alpha / beta), eV: 3.85 / 3.85
<S²>: 0.767
Spin multiplicity: 2
Net charge: -4
Gap between HOMO and LUMO (alpha / beta), Eh: 0.1598 / 0.1598
F_max, eV/A: 5.0

---

No. 2
Molecular formula: C3H7N2O2
Method: DFT, wB97M-V/def2-TZVPD

```
14
Properties=species:S:1:pos:R:3:forces:R:3:nbo_charge:R:1
O 0.675334 1.704999 -1.808849 0.1 1.8 -3.4 -0.51
O -0.865922 -0.963064 1.614688 0.1 1.8 -1.4 -0.61
N -0.508259 -2.599790 3.234564 0.0 1.1 0.0 -0.70
N -1.021788 0.324704 -0.867786 -0.1 -1.0 -4.6 -0.75
C 1.351859 0.953467 -0.808793 1.2 0.6 1.2 -0.15
C -0.568555 -1.756384 2.403572 -0.6 -2.3 1.2 0.88
C -0.046627 1.354124 -0.522203 0.9 0.9 2.2 0.05
H 2.146444 1.633848 -0.409619 -0.6 -1.4 0.2 0.23
H -1.648682 0.751829 -1.630212 0.1 -0.4 2.3 0.46
H 1.090363 2.615487 -1.921225 -1.3 -1.1 0.4 0.56
H -0.715314 -0.517102 -1.483084 0.1 0.9 1.5 0.40
H -1.424078 -0.034146 0.000674 -0.5 0.1 0.0 0.50
H 1.650171 0.009072 -1.243294 0.2 -0.3 0.3 0.21
H -0.114947 -3.477043 3.441565 0.5 -0.7 0.2 0.45
```
Forces are in eV/Å.

Properties
Highest occupied orbital energy, eV: -13.35
Net charge: +1
Gap between HOMO and LUMO, Eh: 0.3658
F_max, eV/A: 4.7

---

No. 3
Molecular formula: C6H6F2O6
Method: DFT, wB97M-V/def2-TZVPD

```
20
Properties=species:S:1:pos:R:3:forces:R:3:nbo_charge:R:1
F 18.082862 1.761652 -15.158555 -0.4 -0.2 -0.2 -0.32
F 19.198851 -0.191900 -12.642321 0.2 -0.5 0.4 -0.36
O 17.180248 3.801324 -14.841640 1.5 -0.3 0.3 -0.49
O 15.502293 -1.070636 -11.227369 0.2 -0.1 -0.1 -0.54
O 15.127969 3.306140 -14.172460 0.3 -0.3 0.3 -0.49
O 17.748128 -1.294377 -11.316956 0.2 -0.6 -0.4 -0.48
O 15.627589 5.426030 -14.595925 0.6 0.5 0.0 -0.55
O 16.572273 -1.306191 -13.197955 -0.4 -0.6 -0.4 -0.49
C 16.003281 4.308345 -14.529679 -2.2 0.0 -0.1 0.96
C 15.770780 2.080512 -14.430303 0.7 -1.4 -0.7 -0.14
C 17.229446 2.446158 -14.369525 0.3 0.8 0.3 0.45
C 18.677884 -1.454404 -12.358243 0.0 1.4 -0.5 0.43
C 17.830365 -1.855721 -13.560052 0.4 -1.1 0.4 -0.13
C 16.493831 -1.237806 -11.851290 -0.2 0.7 0.2 0.97
H 17.841964 -2.953876 -13.616468 -0.7 0.1 0.2 0.19
H 18.125136 -1.549225 -14.558048 0.2 0.7 0.3 0.23
H 17.626903 2.408742 -13.350745 0.1 0.2 -0.1 0.15
H 15.552567 1.719415 -15.442642 -0.2 0.1 0.0 0.19
H 15.596379 1.254426 -13.741699 -0.6 0.4 0.3 0.21
H 19.470203 -2.114348 -12.018255 0.1 0.1 -0.2 0.18
```
Forces are in eV/Å.

Properties
Highest occupied orbital energy, eV: -11.34
Gap between HOMO and LUMO, Eh: 0.4307
F_max, eV/A: 2.2

---

No. 4
Molecular formula: C42H84O42
Method: DFT, wB97M-V/def2-TZVPD

```
168
Properties=species:S:1:pos:R:3:forces:R:3:lowdin_charge:R:1
O -1.614702 0.632176 -3.997483 -0.9 -1.2 -0.5 0.09
O 0.733068 4.592383 0.233540 0.4 -0.2 -0.2 0.07
O -5.291483 -4.328501 2.983866 0.1 -0.1 0.2 0.00
O -3.403965 6.157328 -0.733526 0.7 -0.1 0.0 0.10
O 6.754276 1.684268 -0.875993 0.6 1.0 0.9 0.00
O 3.532905 -0.260137 -2.837556 -1.0 1.5 0.3 -0.02
O -1.790304 -1.974401 -1.620777 -0.1 0.4 -0.1 0.13
O 5.148185 0.741081 0.260574 -0.6 1.9 2.3 0.03
O -3.904096 -4.194774 1.181472 -1.0 1.4 1.4 0.05
O -3.546106 0.013825 -2.963213 0.3 0.1 -1.0 0.00
O -2.823933 -3.609498 -2.765625 -2.3 -0.1 0.3 0.01
O -0.422721 -3.580366 4.419108 -1.7 -1.1 1.0 0.05
O 0.254600 -5.284485 -1.251103 -1.4 -0.3 -0.3 -0.01
O -4.940112 -2.388209 2.183845 0.4 0.5 0.0 0.02
O 6.078424 -0.314522 -1.462754 -0.7 0.3 0.5 0.10
O -4.721939 2.060547 2.331139 -0.1 0.3 -0.2 0.09
O 2.563070 4.531227 -1.090348 -0.6 -0.1 0.7 0.01
O 1.010143 6.117074 -1.310465 0.7 1.4 -1.5 0.00
O -1.692577 -4.133405 6.197758 -0.6 -0.3 0.4 0.02
O -1.899817 -5.266401 4.321973 0.0 -0.5 0.0 -0.01
O 3.999483 -2.364860 -2.635516 0.4 -0.6 -0.6 -0.05
O 0.312741 2.608248 -6.768303 -0.2 1.4 1.7 0.00
O 2.193361 1.987106 2.659268 -0.7 0.1 0.5 0.10
O -5.428378 5.277031 -0.956570 -0.9 1.0 -0.5 -0.02
O -1.191427 0.441872 0.364732 0.3 -0.1 -0.2 0.10
O 0.800038 1.083641 4.217852 1.0 -1.7 -0.4 0.00
O 1.243546 2.351119 -4.711283 -1.0 1.1 -0.6 0.06
O 0.909633 -4.915945 0.876256 0.5 0.3 -1.4 0.06
O -3.768191 3.922350 -0.480030 -1.2 0.6 -0.3 -0.03
O 4.955716 -1.117624 -4.292921 -0.1 -0.7 0.2 0.10
O 3.740108 -2.988089 3.261468 -0.5 0.3 0.0 -0.01
O 2.086328 -4.239335 -0.966176 1.5 1.1 1.1 0.00
O 0.757851 3.192880 3.965935 0.1 0.4 -0.2 -0.02
O -5.175774 4.213891 2.804037 -0.1 0.0 -0.4 0.01
O -3.395396 3.283451 3.623545 1.4 0.8 0.3 0.02
O 0.337022 4.337510 -5.337149 -0.4 -0.4 0.2 0.02
O -2.966210 -1.102549 -4.671246 1.3 -0.6 -1.2 0.02
O 5.315421 -1.599325 3.719809 -0.1 -0.1 0.2 0.01
O -0.871981 -3.046296 -3.387135 1.3 0.5 0.1 0.00
O 0.249993 -1.239597 0.799107 0.2 0.0 -0.3 -0.03
O 3.968962 -2.241227 5.390711 -0.2 0.1 -1.3 0.07
O 0.891797 0.390648 -0.532974 -0.8 0.2 -0.2 -0.01
C -0.838354 -2.029441 1.399565 0.8 0.6 0.1 0.01
C -3.359428 1.045723 -2.004123 -0.2 -0.9 1.0 -0.03
C -4.475114 -1.330303 1.303668 -1.7 0.0 -0.4 0.01
C -2.388109 2.231121 3.507291 -0.5 0.8 -0.4 0.02
C 1.407060 5.062869 -0.669167 -1.1 -1.5 1.6 -0.64
C 0.632898 3.052757 -5.507138 1.2 -0.9 -0.4 -0.55
C -2.592826 -0.099168 -3.909112 -0.2 1.4 1.5 -0.60
C -2.090763 -1.292923 -5.833686 0.3 1.0 0.8 0.01
C -2.377228 3.615737 -0.222173 -0.8 0.6 -0.7 -0.01
C -5.897634 6.680824 -1.371020 0.0 -3.8 -0.5 0.06
C -0.318334 6.618896 -1.077893 -0.6 -0.1 -0.4 -0.02
C 1.489096 -0.242735 4.007419 -0.4 1.2 -0.3 0.04
C -1.375673 -5.630614 2.973144 -3.1 -0.7 0.8 0.03
C -4.891837 -5.720894 3.214710 -0.7 1.6 -1.8 0.02
C 3.809904 1.134706 -3.311217 -1.9 -1.2 1.1 0.05
C -1.845816 -2.773849 -2.524460 1.1 -0.3 0.5 -0.66
C 0.471693 1.412042 -1.512355 1.2 0.2 1.7 0.02
C -4.443742 3.119899 2.862296 -0.6 -1.7 -0.3 -0.66
C 0.406865 -2.305616 -3.207453 -0.8 -0.5 -0.2 0.04
C -1.313324 -4.278871 4.948964 3.3 2.0 -1.7 -0.59
C 4.220860 -1.240088 -3.335177 1.7 -0.3 -1.3 -0.66
C 3.125427 -3.596477 -0.066890 -0.7 -1.2 -1.7 0.05
C 1.085405 -4.809414 -0.339937 -1.1 -0.7 1.6 -0.62
C 4.855799 -3.547716 -2.883302 0.2 1.3 2.0 0.01
C 0.814003 1.300113 -6.958577 1.3 -0.2 -0.6 -0.06
C 3.024296 3.493277 -0.126570 0.4 1.0 0.3 0.01
C -4.626928 -3.656983 2.035535 0.6 -1.3 -1.0 -0.57
C -1.003267 -3.150345 6.993747 -0.7 0.3 0.1 -0.01
C 2.535655 -3.695317 3.703556 1.3 -0.5 -1.1 0.01
C 0.877802 4.898881 -4.104298 1.3 -1.0 -0.4 0.00
C 6.008402 -0.872000 4.744668 0.7 1.6 -2.6 -0.02
C 7.733486 1.632903 -1.967405 0.3 0.4 2.3 0.01
C -4.132843 5.194713 -0.729343 0.7 -0.2 0.3 -0.62
C 5.948808 0.658961 -0.720871 1.8 -3.3 -3.1 -0.67
C -4.117141 -3.295049 -2.106205 -0.1 -1.4 0.0 0.02
C -6.370821 4.100183 1.967422 1.2 -0.1 -0.2 0.00
C 4.281768 -2.245342 4.203181 -0.1 -1.1 1.7 -0.66
C 1.324536 2.082849 3.504276 0.5 -0.6 0.4 -0.60
C -1.079954 -5.823803 -0.813821 1.5 0.2 -1.5 0.04
C 1.189099 4.396402 3.309340 -0.6 0.8 0.1 -0.02
C -0.116177 -0.095749 0.207300 -0.3 0.1 0.5 -0.60
C 3.969736 -0.044717 0.438576 -0.3 0.0 -0.4 0.02
H -1.640990 -2.977271 7.861895 -0.1 0.0 -0.3 0.10
H -5.381052 7.360495 -0.781971 0.4 1.4 1.2 0.06
H 2.684923 -3.096781 0.740200 -1.0 0.4 1.2 0.06
H 0.923148 -2.442841 -4.140151 0.1 -0.1 -0.6 0.09
H 3.763157 -4.403872 0.273471 0.3 0.1 0.0 0.11
H -0.879697 -6.832457 -0.441464 -0.3 0.2 0.2 0.09
H -4.232745 -0.459146 1.892588 0.3 0.0 0.4 0.08
H -5.598218 6.780149 -2.400200 0.0 0.2 -0.4 0.09
H 4.185067 -1.112867 0.378154 0.1 0.2 0.3 0.09
H -2.795764 1.391830 4.011045 0.0 -1.0 0.5 0.09
H 3.306817 0.221862 -0.378433 -0.3 -0.2 0.1 0.07
H 6.807474 -1.453561 5.155768 0.2 -0.4 0.4 0.09
H -0.329840 -5.583193 2.883566 1.2 0.4 0.0 0.06
H -1.645063 -5.876007 -1.796385 0.5 0.2 1.5 0.11
H 0.397823 0.906774 -7.875807 -0.2 0.1 -0.2 0.09
H 1.075409 -2.747762 -2.450422 -0.8 0.4 0.1 0.09
H -1.967730 -5.030275 2.263949 0.7 -0.1 0.1 0.07
H -6.460190 5.140815 1.683978 -0.8 0.0 -0.2 0.09
H -0.588702 6.637895 -0.031106 0.1 -0.4 0.2 0.09
H -6.969810 6.535785 -1.281497 0.1 0.6 0.2 0.10
H -3.689360 -1.612977 0.641412 0.6 -0.5 -0.2 0.05
H -4.008439 -5.655436 3.794000 0.8 -0.6 0.5 0.06
H 4.269760 -4.389702 -2.557497 -0.4 -0.2 -0.1 0.08
H 0.683618 4.222428 -3.243558 0.4 0.4 -0.7 0.09
H 3.585368 -2.843051 -0.685390 0.3 -0.3 -0.2 0.06
H -0.062254 -3.509909 7.356628 0.6 -0.5 -0.1 0.09
H -2.532745 -2.072917 -6.422711 -0.2 -0.1 -0.3 0.10
H -1.050149 6.008144 -1.646709 0.5 0.4 0.5 0.09
H -3.212865 0.518887 -1.060579 0.2 0.3 0.1 0.09
H 7.155369 1.636492 -2.827603 -0.6 -0.1 -2.0 0.06
H 0.294041 2.391290 -1.042699 -0.2 -0.5 0.2 0.08
H 2.575361 -0.142967 4.190011 -0.7 0.1 -0.2 0.10
H -0.355821 1.057194 -2.051806 -1.1 -0.4 -0.7 0.05
H 1.250631 -0.607961 2.999582 0.3 0.3 0.2 0.08
H -4.457863 -2.299835 -2.339968 0.3 0.4 -0.2 0.08
H -2.502141 1.641279 -2.224840 0.4 0.3 -0.2 0.06
H 5.330874 -0.461094 5.463233 -0.2 0.1 0.4 0.09
H -1.988138 -0.312460 -6.285740 -0.5 0.0 -0.7 0.09
H -5.357030 -1.034207 0.702421 0.4 -0.2 0.2 0.11
H -4.250213 1.640272 -1.922941 -0.4 0.3 -0.3 0.09
H 2.759129 -4.058504 4.706350 -0.6 0.0 -0.1 0.10
H 1.928456 1.353140 -7.051900 -0.9 -0.2 0.1 0.12
H -0.833861 -2.229276 6.447449 -0.1 0.0 -0.2 0.09
H -1.869037 3.607105 -1.216556 0.0 -0.1 1.0 0.10
H -1.466600 2.586829 3.965206 -0.3 0.1 -0.1 0.08
H 2.908260 1.504106 -3.845325 0.9 -0.5 0.2 0.07
H -2.019390 4.398938 0.438124 0.6 -0.2 0.0 0.09
H 2.300813 2.673698 0.036092 0.4 0.6 -0.3 0.08
H -2.266439 1.981195 2.452888 0.2 0.0 0.1 0.08
H 0.412471 5.841907 -3.924778 -0.4 0.5 -0.2 0.08
H 1.935752 4.928301 3.949687 -0.5 -0.5 -0.6 0.11
H -1.107058 -1.540097 2.371403 0.1 -0.8 -0.8 0.11
H -7.147902 3.706342 2.607953 -0.4 0.1 -0.1 0.09
H 1.048305 -0.921590 4.718484 -0.2 0.0 0.4 0.08
H 5.176270 -3.646491 -3.885266 0.1 0.2 -1.1 0.08
H -0.426060 -3.058675 1.478278 -0.3 0.9 0.3 0.08
H 1.568235 4.082431 2.341559 0.2 0.6 0.1 0.04
H 2.521600 -4.499001 2.943818 -0.7 0.3 0.7 0.09
H -1.759865 -6.673425 2.917421 0.5 0.6 -0.2 0.11
H 4.717232 1.210366 -3.863391 0.6 -0.2 -0.3 0.08
H -2.450575 2.630427 0.239256 0.6 0.1 -0.1 0.08
H -6.213900 3.450061 1.071439 0.0 0.6 0.9 0.10
H 1.699990 -3.009277 3.619544 -0.2 -0.3 0.2 0.06
H 8.207336 2.598197 -1.777147 0.3 -0.3 -0.5 0.10
H -1.631298 -2.003913 0.664476 -0.4 -0.1 0.3 0.05
H 1.332049 1.510887 -2.133684 0.5 0.0 -0.6 0.07
H 1.977640 5.056681 -4.325873 -1.2 -0.3 0.8 0.13
H -0.352891 7.655590 -1.422476 0.3 -0.3 -0.2 0.10
H 0.280317 5.041993 3.163846 0.9 -0.7 0.2 0.11
H 5.738957 -3.475925 -2.196326 -0.7 0.1 -0.7 0.12
H -1.050150 -1.514936 -5.583887 -0.3 -0.5 0.5 0.08
H 3.975004 3.161882 -0.561452 -0.4 0.0 0.3 0.09
H 3.535740 0.294872 1.396506 0.3 -0.4 -0.5 0.10
H 3.200120 4.030824 0.845206 -0.1 -0.8 -0.9 0.11
H -4.854340 -4.027276 -2.514076 0.8 0.5 0.1 0.11
H -1.491610 -5.146794 -0.063055 -0.2 -0.2 -0.2 0.07
H -4.778789 -6.128456 2.215290 0.5 -0.5 0.1 0.09
H 0.160390 -1.251817 -3.113288 0.2 0.0 0.5 0.08
H -5.722450 -6.188426 3.686137 -0.5 -0.2 0.6 0.09
H 8.467773 0.797346 -1.959591 -0.8 0.4 0.4 0.11
H 3.842480 1.612523 -2.336872 0.3 0.6 -0.1 0.07
H -4.106305 -3.454473 -1.013673 0.5 0.1 -0.5 0.07
H 0.561044 0.692991 -6.115119 -0.1 -0.5 0.4 0.07
H 6.416330 -0.098939 4.054627 0.2 0.0 1.3 0.11
```
Forces are in eV/Å.

Properties
Highest occupied orbital energy, eV: -10.08
Gap between HOMO and LUMO, Eh: 0.3911
F_max, eV/A: 4.9